(1)
C23H32NO4Zn as an isolated structure, computed with ωB97M-V/def2-TZVPD.

Calculated values
Frontier orbital gap ... 0.1391 hartree

```
! wB97M-V def2-TZVPD RIJCOSX def2/J DEFGRID3
* xyz -1 1
O 0.722 -0.739 -4.954
C 0.809 0.540 -5.784
C 0.943 -0.162 -7.101
H 1.746 1.028 -5.516
H -0.105 1.111 -5.586
C 0.757 -1.485 -6.307
H 1.970 -0.025 -7.462
H 0.214 0.042 -7.894
C 1.951 -2.455 -6.224
H 2.858 -1.915 -5.911
H 2.223 -2.966 -7.160
H 1.725 -3.242 -5.482
C -0.614 -2.128 -6.541
H -1.402 -1.368 -6.438
H -0.750 -2.980 -5.857
H -0.765 -2.521 -7.556
Zn 0.695 -1.021 -3.111
C -2.403 -1.476 0.111
C -1.918 -0.162 0.393
C -1.831 0.546 -0.851
H -1.642 0.252 1.358
C -2.072 -0.385 -1.898
C -2.444 -1.614 -1.294
H -2.640 -2.524 -1.857
H -2.749 -2.260 0.792
H -1.637 1.600 -0.975
H -1.990 -0.216 -2.969
C 1.298 -2.165 0.436
C 0.426 -2.866 -0.389
C 0.891 -2.808 -1.753
H -0.492 -3.340 -0.056
C 2.172 -2.108 -1.700
C 2.402 -1.759 -0.356
H 3.304 -1.253 -0.006
H 1.202 -2.019 1.509
H 0.481 -3.417 -2.577
H 2.883 -1.907 -2.503
O 0.781 3.966 -4.977
C 0.303 3.196 -3.843
C -1.032 3.788 -3.366
H 1.051 3.259 -3.033
H 0.240 2.107 -4.088
C -0.913 5.270 -3.827
H -1.211 3.684 -2.280
H -1.803 3.215 -3.914
C 0.138 5.265 -4.959
H -0.577 5.878 -2.981
H -1.888 5.675 -4.098
H 0.877 6.073 -4.862
H -0.376 5.402 -5.920
O 0.674 0.571 2.694
C 1.058 1.107 1.663
C 2.120 2.199 1.588
C 2.268 2.431 0.083
C 1.319 1.411 -0.546
O 1.177 1.200 -1.782
N 0.625 0.783 0.408
H 1.732 3.108 2.067
H 3.059 1.917 2.095
H 1.888 3.432 -0.196
H 3.290 2.270 -0.285
*
```

=====

(2)
C23H33BrCoN3O3P2S as an isolated structure, computed with ωB97M-V/def2-TZVPD.

Calculated values
Frontier orbital gap (alpha / beta) ... 0.3045 / 0.3227 hartree

```
! wB97M-V def2-TZVPD RIJCOSX def2/J DEFGRID3
* xyz 1 2
Co 2.174 0.027 -0.171
Br 2.076 3.647 1.008
C 2.404 3.231 -0.808
C 2.543 4.296 -1.679
C 2.880 4.027 -2.994
C 3.067 2.714 -3.385
C 2.894 1.715 -2.450
N 2.563 1.957 -1.168
C 3.050 0.262 -2.852
O 3.357 -0.012 -3.988
O 2.846 -0.560 -1.873
H 2.403 5.307 -1.323
H 3.009 4.840 -3.698
H 3.336 2.430 -4.393
C 1.479 -3.724 -0.239
P 2.391 -2.246 0.277
C 4.084 -2.615 -0.272
C 2.481 -2.413 2.099
C 3.360 -1.304 2.668
P 2.823 0.343 2.045
C 1.453 0.734 3.186
C 4.171 1.408 2.643
H 2.033 -4.597 0.106
H 1.407 -3.753 -1.327
H 0.475 -3.742 0.177
H 4.431 -3.548 0.172
H 4.754 -1.799 -0.006
H 4.083 -2.690 -1.358
H 2.863 -3.402 2.359
H 1.461 -2.341 2.488
H 4.399 -1.452 2.366
H 3.336 -1.297 3.758
H 1.782 0.597 4.216
H 0.600 0.086 2.981
H 1.135 1.765 3.039
H 4.253 1.318 3.726
H 3.978 2.447 2.382
H 5.113 1.105 2.184
C -4.306 2.511 -1.168
C -2.982 2.823 -0.472
C -2.750 1.962 0.769
N -2.566 0.527 0.491
C -1.432 -0.048 0.105
S -0.021 0.871 -0.141
N -1.397 -1.411 -0.071
C -2.389 -2.421 0.062
O -2.039 -3.522 0.406
C -3.798 -2.098 -0.285
C -4.101 -1.457 -1.485
C -5.424 -1.247 -1.835
C -6.443 -1.658 -0.983
C -6.141 -2.303 0.210
C -4.819 -2.542 0.552
H -4.440 3.138 -2.051
H -5.153 2.688 -0.498
H -4.343 1.468 -1.494
H -2.967 3.867 -0.150
H -2.149 2.688 -1.160
H -3.623 2.031 1.419
H -1.879 2.311 1.320
H -3.377 -0.062 0.580
H -0.464 -1.772 -0.166
H -3.302 -1.144 -2.150
H -5.664 -0.766 -2.776
H -7.476 -1.483 -1.255
H -6.936 -2.637 0.865
H -4.566 -3.072 1.463
*
```

=====

(3)
C23H33FN2O3 as an isolated structure, computed with ωB97M-V/def2-TZVPD.

Calculated values
Frontier orbital gap ... 0.3199 hartree

```
! wB97M-V def2-TZVPD RIJCOSX def2/J DEFGRID3
* xyz 0 1
C 1.453 1.953 8.179
O 0.556 1.999 7.152
C -0.023 0.697 6.892
C -0.946 0.912 5.501
C -0.259 1.199 4.234
H 0.593 2.108 4.400
C -0.790 1.688 2.824
C -1.668 0.206 2.452
H -2.386 -0.113 3.146
C -2.353 0.693 1.161
N -1.193 0.992 0.149
C -1.029 0.149 -0.939
O -1.793 -0.721 -1.055
C 0.094 0.802 -1.845
C 0.268 -0.406 -2.839
N -0.569 -0.417 -3.958
C -1.110 0.705 -4.629
O -1.829 0.565 -5.561
C -0.323 1.763 -4.045
C -0.407 2.080 -2.711
H -0.077 2.879 -2.406
H -1.402 2.179 -2.584
H -0.675 2.635 -4.714
H 0.879 1.868 -4.513
C -1.340 -2.058 -3.933
H -1.470 -2.198 -2.945
H -2.390 -1.461 -4.550
C -0.402 -2.861 -4.818
C 0.882 -3.030 -4.385
C 2.020 -2.447 -4.729
C 3.237 -2.945 -4.057
C 3.155 -3.792 -3.050
C 2.117 -4.282 -2.549
C 0.771 -3.925 -3.257
H -0.079 -4.400 -2.893
H 2.268 -5.053 -1.658
H 4.089 -4.042 -2.514
F 4.532 -2.095 -4.597
H 2.046 -1.874 -5.582
H -0.923 -3.700 -5.133
H -0.288 -2.093 -5.852
H 1.569 -0.032 -3.459
H 0.456 -1.235 -2.391
H 0.841 1.178 -1.430
C -0.653 2.187 0.515
H -0.054 2.755 -0.058
C 0.059 2.145 1.910
H 0.536 3.089 2.272
H 0.864 1.135 1.739
H -1.308 3.043 0.664
H -2.811 -0.276 0.773
H -3.055 1.393 1.350
H -0.955 -0.563 2.477
H -1.533 2.462 3.232
H 0.640 0.490 4.110
H -1.268 0.081 5.337
H -1.678 1.704 5.586
H -0.639 0.423 7.474
H 0.785 -0.101 6.608
H 2.008 3.127 8.367
H 0.704 1.609 9.092
H 2.256 1.227 8.042
*
```

=====

(4)
One molecule with the formula C23H33N3O2S, computed with ωB97M-V/def2-TZVPD.

Calculated values
Frontier orbital gap ... 0.3230 hartree

```
! wB97M-V def2-TZVPD RIJCOSX def2/J DEFGRID3
* xyz 0 1
O -5.167 -1.892 -0.795
C -4.573 -1.687 0.251
C -5.181 -0.759 1.291
S -4.218 0.770 1.563
C -4.700 1.839 0.232
C -4.426 3.192 0.407
C -4.763 4.095 -0.582
C -5.378 3.657 -1.744
C -5.642 2.309 -1.913
C -5.300 1.391 -0.934
N -3.397 -2.274 0.540
C -2.572 -2.055 1.705
C -1.277 -1.347 1.300
C -0.527 -2.193 0.267
N 0.780 -1.639 -0.026
C 1.654 -2.516 -0.784
C 3.112 -2.152 -0.482
C 3.249 -0.648 -0.216
C 4.636 -0.160 -0.619
O 5.279 -0.680 -1.514
N 5.110 0.914 0.042
C 4.507 1.618 1.158
C 5.421 2.825 1.371
C 6.786 2.297 0.935
C 6.430 1.441 -0.274
C 2.198 0.084 -1.054
C 0.797 -0.284 -0.555
C -1.458 -2.422 -0.939
C -2.749 -3.089 -0.470
H -5.246 -1.239 2.267
H -6.179 -0.473 0.963
H -3.953 3.521 1.320
H -4.550 5.145 -0.441
H -5.648 4.364 -2.514
H -6.115 1.958 -2.818
H -5.502 0.345 -1.100
H -3.097 -1.462 2.450
H -2.335 -3.033 2.143
H -0.650 -1.193 2.178
H -1.534 -0.374 0.881
H -0.330 -3.174 0.724
H 1.466 -3.548 -0.482
H 1.462 -2.447 -1.867
H 3.746 -2.415 -1.330
H 3.463 -2.704 0.390
H 3.064 -0.444 0.839
H 3.480 1.917 0.936
H 4.499 0.980 2.051
H 5.408 3.174 2.402
H 5.115 3.644 0.720
H 7.487 3.091 0.689
H 7.218 1.678 1.722
H 7.121 0.616 -0.453
H 6.377 2.044 -1.189
H 2.328 -0.209 -2.097
H 2.330 1.166 -0.999
H 0.516 0.392 0.258
H 0.079 -0.143 -1.380
H -0.971 -3.058 -1.679
H -1.704 -1.468 -1.410
H -3.449 -3.210 -1.298
H -2.529 -4.072 -0.038
*
```